(P)
{
  "formula": "C9H12N2O",
  "method": "ωB97M-V/def2-TZVPD",
  "gap_ev": [8.319, 6.563],
  "homo_ev": [-8.67, -7.91],
  "symbols": ["H", "H", "C", "C", "H", "C", "N", "C", "C", "H", "C", "C", "H", "C", "H", "H", "O", "N", "H", "H", "H", "C", "H", "H"],
  "positions_angstrom": [[3.015, -2.709, 0.170], [-1.809, 0.215, -1.335], [-1.713, 0.528, 0.713], [-1.066, -0.847, 0.963], [-1.307, -2.940, 0.728], [-1.526, -1.953, 0.273], [1.390, -0.107, -0.794], [1.572, 0.214, 0.509], [2.569, -1.738, 0.012], [0.287, 2.029, -0.386], [-1.571, 1.058, -0.799], [1.997, -1.289, -1.138], [-0.355, -1.044, 1.810], [-0.208, 1.553, -1.230], [2.464, -1.032, 2.079], [-0.305, 2.087, -2.190], [-2.374, -1.906, -0.680], [0.673, 0.461, -1.736], [1.248, 1.202, 0.892], [-2.237, 1.892, -1.005], [-1.261, 1.181, 1.417], [2.275, -0.827, 1.029], [2.332, -1.493, -2.132], [-2.787, 0.250, 0.762]]
}



(Q)
{
  "formula": "C9H12N2O",
  "method": "ωB97M-V/def2-TZVPD",
  "gap_ev": 7.329,
  "homo_ev": -7.86,
  "symbols": ["C", "H", "H", "C", "C", "H", "H", "O", "H", "H", "C", "N", "C", "H", "C", "H", "C", "C", "H", "N", "H", "C", "H", "H"],
  "positions_angstrom": [[3.703, -0.220, -0.285], [-1.649, -1.356, -1.523], [-2.316, -0.774, 1.060], [2.233, 3.140, -0.601], [-1.373, -0.269, 0.998], [-1.207, 0.373, -1.564], [2.897, 3.631, 0.157], [1.139, 1.006, -0.101], [1.173, 3.315, -0.650], [0.161, -3.076, -0.239], [-0.166, -2.326, 0.505], [4.532, -2.355, 0.707], [-0.359, -0.828, 0.054], [-0.008, -0.947, -2.053], [2.365, 1.601, -0.283], [-1.109, -2.725, 1.027], [4.153, -1.303, 0.356], [-0.818, -0.733, -1.411], [0.737, -2.352, 1.196], [3.459, 0.964, -0.269], [-1.689, 0.686, 0.573], [1.075, -0.252, 0.054], [2.797, 3.287, -1.527], [-0.898, -0.159, 1.965]]
}



(R)
{
  "formula": "C9H12N2O",
  "method": "ωB97M-V/def2-TZVPD",
  "gap_ev": [7.414, 7.422],
  "homo_ev": [-7.28, -7.29],
  "symbols": ["H", "H", "N", "H", "N", "C", "H", "C", "H", "C", "H", "C", "H", "H", "C", "O", "H", "H", "C", "H", "C", "C", "H", "C"],
  "positions_angstrom": [[-0.393, 2.872, 0.280], [4.084, -2.039, -0.984], [-0.568, 0.547, -1.156], [-1.104, 0.332, 2.121], [-1.732, 0.334, -1.205], [1.669, -0.023, -0.299], [4.741, 0.148, 0.287], [0.371, 0.654, -0.176], [-3.020, 0.926, 0.429], [0.436, 2.140, 0.310], [-3.053, -1.997, -0.435], [-1.516, -0.342, 1.275], [0.926, 2.135, 1.293], [-3.928, -0.545, -0.988], [-3.488, -1.103, -0.100], [2.711, 0.524, 0.306], [1.350, -1.725, -1.491], [1.159, 2.546, -0.386], [-2.446, -0.015, 0.252], [-1.063, -1.341, 1.266], [2.025, -1.202, -0.887], [3.738, -0.228, 0.126], [-4.293, -1.234, 0.688], [3.395, -1.363, -0.527]]
}



(P) wins, 0.0101 hartree ahead of the next structure.



(P)
{
  "formula": "C15H25Cl2N3PdSSe2",
  "method": "ωB97M-V/def2-TZVPD",
  "gap_ev": [6.133, 6.135],
  "homo_ev": [-6.04, -6.04],
  "symbols": ["N", "C", "C", "H", "C", "H", "H", "H", "N", "C", "H", "H", "C", "H", "H", "Se", "N", "Se", "H", "H", "C", "H", "C", "H", "H", "H", "C", "Cl", "C", "C", "H", "H", "H", "S", "H", "H", "C", "Cl", "H", "H", "C", "C", "Pd", "C", "C", "H", "H", "H", "H"],
  "positions_angstrom": [[0.473, -0.959, -1.672], [1.775, -2.114, 2.627], [1.646, -1.949, -3.503], [-0.981, -2.450, 2.116], [-1.988, 2.210, -1.383], [2.235, 2.667, 1.815], [1.695, 4.051, -1.477], [0.071, -3.391, -0.612], [1.626, 3.104, 1.143], [-1.133, -2.839, 1.108], [-2.710, -0.505, 2.344], [-1.796, 3.032, -2.076], [2.447, 4.449, -0.794], [2.684, -2.744, -5.170], [-4.006, -0.293, 1.146], [1.684, -2.089, 0.685], [-0.506, 3.168, 0.333], [-2.071, -1.457, 0.087], [-2.033, 1.845, 0.752], [3.343, 3.841, -0.920], [2.690, -0.168, -2.341], [-0.148, 3.814, -0.355], [-3.272, -0.990, 1.547], [2.685, -1.587, 2.907], [-1.292, 1.397, -1.607], [0.921, -1.598, 3.058], [2.706, -2.009, -4.377], [0.322, -3.063, -3.713], [1.978, 4.430, 0.656], [3.777, -0.232, -3.191], [4.639, -1.208, -4.899], [1.121, 5.095, 0.798], [2.769, 4.806, 1.304], [0.045, 1.235, 2.126], [2.675, 5.472, -1.092], [4.604, 0.451, -3.042], [0.398, 2.565, 1.115], [2.687, 1.062, -1.085], [1.826, -3.144, 2.972], [-1.808, -3.693, 1.175], [-1.852, 2.666, 0.061], [0.166, -3.294, 0.470], [0.477, -0.008, -0.011], [1.561, -1.007, -2.430], [3.796, -1.152, -4.225], [0.479, -4.252, 0.886], [-3.786, -1.872, 1.921], [-3.000, 1.848, -1.567], [-2.564, 3.463, 0.286]]
}



(Q)
{
  "formula": "C15H25Cl2N3PdSSe2",
  "method": "ωB97M-V/def2-TZVPD",
  "gap_ev": [5.482, 5.513],
  "homo_ev": [-6.45, -6.44],
  "symbols": ["H", "H", "Pd", "H", "H", "C", "H", "C", "Se", "H", "H", "N", "C", "C", "Cl", "H", "H", "C", "H", "N", "Cl", "C", "H", "C", "H", "Se", "C", "H", "H", "H", "H", "C", "H", "H", "H", "C", "H", "N", "H", "C", "C", "S", "C", "H", "C", "H", "H", "H", "C"],
  "positions_angstrom": [[-2.218, 4.197, -0.324], [-3.701, 3.816, -1.204], [-0.547, 0.455, -0.326], [-0.802, -3.207, 0.674], [0.846, 2.921, 1.800], [2.129, -2.790, -4.009], [-0.182, 4.313, -3.023], [1.802, 2.740, 1.313], [1.502, 1.963, -0.448], [0.181, -1.757, 4.546], [1.253, -0.360, 4.663], [0.570, -1.318, -0.432], [2.121, -2.716, -1.607], [0.589, -0.801, 2.649], [2.760, -3.249, -0.090], [-2.566, 5.005, -1.891], [-3.187, -2.428, 2.410], [1.042, -1.768, -1.571], [2.560, -3.164, -4.927], [-2.183, -0.978, 1.331], [-0.849, -0.388, -2.860], [-2.653, 4.086, -1.316], [-0.372, 1.002, 3.040], [1.054, -1.912, -4.044], [0.488, 2.687, -3.168], [-1.831, 2.601, -2.264], [-1.516, 0.154, 1.679], [0.081, 4.031, -0.441], [-2.487, -3.663, 0.414], [0.625, -1.608, -4.990], [1.559, 4.278, -1.388], [0.527, -1.437, -2.867], [-1.599, -4.324, 1.795], [0.368, -1.657, 2.019], [3.471, -3.897, -2.744], [2.648, -3.196, -2.781], [-2.955, -0.814, 0.709], [-0.589, 0.080, 2.696], [-1.523, -2.152, 2.902], [0.722, 3.601, -1.211], [-0.042, 3.367, -2.501], [-2.211, 1.666, 1.277], [-2.174, -2.256, 2.037], [2.357, 3.667, 1.191], [0.995, -1.227, 4.052], [1.865, -1.884, 4.007], [2.397, 2.033, 1.886], [1.414, -0.275, 2.161], [-1.738, -3.437, 1.176]]
}



(P) wins, 0.0421 hartree ahead of the next structure.



(P)
{
  "formula": "C3H10O3",
  "method": "ωB97M-V/def2-TZVPD",
  "gap_ev": 10.671,
  "homo_ev": -10.04,
  "smiles": "OCCCO.O",
  "symbols": ["H", "C", "H", "H", "C", "O", "H", "H", "H", "H", "H", "C", "H", "O", "H", "O"],
  "positions_angstrom": [[-1.529, 2.417, -0.397], [-0.957, 0.192, -1.030], [-1.458, -2.703, -1.879], [0.031, 0.888, 0.650], [0.091, 1.231, -0.449], [-0.670, 2.526, -0.662], [3.531, 0.401, 3.799], [-1.903, -1.488, -0.038], [-0.073, -1.477, 0.197], [-0.701, 0.214, -2.108], [1.060, 1.348, -1.006], [-0.890, -1.194, -0.566], [-1.938, 0.635, -0.864], [-0.637, -2.160, -1.615], [2.579, -0.646, 3.014], [3.465, -0.182, 2.953]]
}



(Q)
{
  "formula": "C3H10O3",
  "method": "ωB97M-V/def2-TZVPD",
  "gap_ev": 9.466,
  "homo_ev": -8.86,
  "smiles": "C/C=C/O.O.O",
  "symbols": ["O", "O", "H", "C", "H", "O", "H", "H", "C", "H", "C", "H", "H", "H", "H", "H"],
  "positions_angstrom": [[1.401, -0.019, -1.293], [-0.013, 3.998, -0.681], [-1.519, -0.792, 1.571], [0.448, -0.346, -0.358], [0.827, -1.098, 0.438], [0.478, -3.847, 1.563], [1.006, -3.054, 1.474], [0.581, 3.559, -1.287], [-0.662, 0.430, -0.125], [-1.049, 1.350, -0.755], [-1.836, -0.152, 0.693], [0.536, 3.805, 0.169], [0.922, 0.299, -2.107], [1.118, -4.528, 1.300], [-2.521, -0.747, 0.037], [-2.533, 0.555, 1.191]]
}



(R)
{
  "formula": "C3H10O3",
  "method": "ωB97M-V/def2-TZVPD",
  "gap_ev": 9.168,
  "homo_ev": -8.44,
  "smiles": "C/C=C/O.O.O",
  "symbols": ["H", "C", "O", "H", "H", "H", "H", "C", "H", "H", "O", "C", "H", "O", "H", "H"],
  "positions_angstrom": [[-0.253, 0.998, 2.598], [0.135, 0.893, 0.682], [2.985, -0.029, -0.116], [0.680, -0.954, -0.438], [0.739, -0.396, 2.234], [1.464, 1.214, 2.466], [-2.498, -1.085, -0.110], [0.585, 0.642, 2.073], [-0.025, 1.959, 0.432], [-1.127, -0.460, -1.783], [-2.875, -1.429, -0.923], [0.120, -0.011, -0.305], [3.592, 0.301, -0.791], [-0.878, 0.269, -1.258], [-3.723, -1.784, -0.637], [2.250, 0.574, -0.292]]
}



(R) wins, 0.0034 hartree ahead of the next structure.